[1]
The following is a quantum chemistry calculation of a cluster of 12 separate species, C34H97N5O12 in total in a non-equilibrium geometry, from OMol25.

Last column: Löwdin charge in e.
CARTESIAN COORDINATES (ANGSTROEM)
H: 4.90691 0.73416 5.38206  0.12
H: -8.05366 1.05507 1.05318  0.08
O: -2.48935 2.08087 -4.08977  -0.11
H: -4.33121 -2.60685 -0.72552  0.07
C: 3.40313 3.93728 1.23935  -0.08
C: 0.60351 -1.98511 1.17014  -0.05
H: 1.35989 -0.29980 4.75515  0.05
H: -1.34336 1.22279 -1.75245  0.07
O: -2.64682 1.34820 2.67375  -0.16
C: -2.70061 2.46154 3.56892  -0.29
O: 1.00798 -2.98815 4.48914  -0.12
H: -4.13099 1.91441 -5.30352  0.11
C: -4.38991 -0.19782 -2.61122  -0.30
H: -3.07701 -4.20944 -2.67201  0.08
O: 5.43154 -0.68498 6.78128  -0.21
H: 3.07239 1.76105 1.45496  0.10
N: -0.65174 -0.63882 2.75762  0.06
H: 2.74208 0.26070 3.78532  0.07
H: 1.85936 0.74514 -4.57645  0.07
H: -7.78592 -0.65768 1.26153  0.08
H: -0.15315 -5.98403 3.46116  0.07
H: -1.83589 1.23034 5.16458  0.07
H: -4.00830 3.49545 -4.45563  0.11
H: 2.08077 -4.72818 4.32144  0.11
C: 2.36693 0.10366 4.80001  -0.05
O: -1.97082 4.50295 -2.66286  -0.09
C: 1.57939 0.23645 -5.50492  -0.06
H: 2.27902 -0.98003 7.20562  0.09
H: -5.79731 -1.68089 -3.24659  0.08
C: -2.74085 -3.80772 0.00307  -0.08
H: -2.79417 4.95502 -2.46367  0.10
C: -5.77179 -3.18488 1.84716  -0.12
H: -2.02425 2.72737 -3.53995  0.05
H: -6.17998 0.67028 2.71153  0.14
C: 0.10732 -0.58076 1.48619  -0.37
H: 5.09027 -3.14404 -0.58489  0.07
H: 5.42359 0.21601 -2.41856  0.08
H: 5.44767 1.62129 -1.23308  0.10
H: 2.63690 -3.41661 -1.21617  0.07
H: -7.13785 0.06085 -0.15053  0.06
H: -1.31980 -0.48569 -2.17867  0.09
H: 0.95251 1.94707 0.76941  0.05
C: 4.09128 -1.96668 -1.91903  -0.44
O: 1.33642 2.79628 1.02363  -0.08
H: -3.50191 3.90960 -6.71858  0.07
H: 5.70670 -1.62609 -0.70368  0.06
O: 0.07372 0.07846 -0.73385  -0.19
C: 6.70367 -0.05494 6.90693  -0.10
C: 3.40125 -0.74193 5.56009  -0.41
H: 0.67787 -4.81990 5.42544  0.11
C: -1.77034 2.23552 4.75125  -0.09
C: -3.88169 -3.57327 -0.95596  -0.30
H: 2.81382 -1.92014 -5.44505  0.05
H: -4.74120 -3.54074 1.98253  0.07
C: -0.68045 0.35244 -1.88664  -0.11
H: 7.39209 -0.88969 7.02956  0.09
H: -0.09741 -1.11863 3.46084  0.05
H: -1.95936 -3.05284 -0.08026  0.05
H: 0.91573 0.12592 1.67617  0.12
O: 4.24827 0.11386 -0.62876  -0.21
H: -4.62447 -4.37175 -0.96205  0.12
N: 3.49955 -1.32850 -5.90117  0.05
H: 0.89380 0.87556 -6.06471  0.08
H: 4.67125 0.80894 -7.01684  0.13
H: -1.93978 2.97268 5.53982  0.07
H: -4.26256 -0.72313 2.26724  0.11
H: -5.04676 1.38055 0.12492  0.04
H: 1.41179 -2.31280 1.82556  0.08
H: -6.11675 -3.24308 0.80989  0.09
H: 0.95165 -2.13781 0.14538  0.06
H: 6.71502 0.63533 7.75381  0.09
H: -0.06891 0.68300 -2.72896  0.08
H: 0.79009 4.24315 -2.78046  0.08
H: 3.79666 -4.05077 -2.44339  0.08
H: 5.79150 1.95899 -3.76855  0.07
H: -0.66771 5.92515 -1.85957  0.11
H: -1.92662 3.92208 -5.83062  0.07
H: -2.22610 -4.76124 -0.16927  0.08
H: -2.41950 3.35515 3.00383  0.11
H: 3.47283 -2.08014 7.07018  0.08
H: 2.85968 4.74923 0.75105  0.07
C: -0.80138 -0.08914 0.38273  -0.19
H: 4.07212 1.28455 -2.27256  0.08
H: 1.03243 -0.64428 -5.16357  0.07
H: 2.59959 -0.37095 -1.71101  0.12
C: 3.34834 -0.88925 -1.10348  -0.17
H: 4.45886 3.95458 0.97657  0.07
C: 4.43740 0.16748 6.19739  -0.21
H: 1.63531 -2.68261 5.16682  0.03
C: -5.20517 -0.89216 1.73831  -0.20
H: -1.40566 4.78275 -0.72309  0.12
C: 3.88567 1.00848 -6.28361  -0.19
C: 5.24137 2.13708 -4.68409  -0.12
H: -2.38201 2.55535 -6.81821  0.07
C: -5.77698 -0.80087 -2.60419  -0.07
O: -5.97182 -1.89998 2.36426  -0.18
H: -6.00004 -1.06964 -1.56908  0.05
H: 4.16321 -1.08113 -5.17398  0.05
H: -6.35550 -3.90325 2.43022  0.09
H: 3.89187 -1.36378 4.81160  0.14
H: -3.73945 2.56311 3.88669  0.11
C: 2.81563 -0.07508 -6.32794  -0.41
H: 4.08525 0.86798 6.95974  0.13
H: -3.81776 1.63342 -2.32057  0.05
H: -1.62065 -0.79328 0.17289  0.13
H: -3.63661 -0.88609 -2.21504  0.08
H: 2.49082 -2.98699 -2.92458  0.07
H: 3.47208 2.00812 -6.49852  0.13
H: 0.91982 4.25515 -1.00080  0.06
C: 0.17409 -4.94763 3.36904  -0.10
H: -1.33155 0.85587 0.55505  0.13
H: 4.75116 3.12444 -4.70280  0.10
N: -5.21450 1.50475 1.12297  0.05
N: 2.73144 -1.61467 6.55237  0.05
H: 0.61516 -4.91909 2.36991  0.06
H: -1.80449 0.85764 2.74053  0.02
H: -4.27964 1.53152 1.53075  0.03
O: 4.32123 1.11981 -4.93504  -0.22
H: -1.43599 -1.26504 2.58110  0.09
C: -0.96487 4.87971 -1.72100  -0.29
H: -3.98806 0.05590 -3.59774  0.10
H: -4.91557 -1.16350 0.70657  0.11
O: -3.41022 -3.38899 -2.29846  -0.09
H: 4.30934 -1.55240 -2.90675  0.11
C: 4.87858 0.81169 -1.68450  -0.13
H: 6.97959 0.49440 6.00229  0.08
H: 3.28221 4.16367 2.30245  0.07
H: 2.24993 1.11213 5.21304  0.08
H: 2.95670 -1.40973 -0.23333  0.11
H: -6.53236 -0.08685 -2.92658  0.08
H: 0.04656 2.95803 -1.86410  0.05
O: -4.43115 1.03645 -1.87596  -0.10
H: -0.19168 -2.72963 1.26877  0.06
C: 0.27276 4.02404 -1.84232  -0.06
H: -0.72845 -4.32690 3.37534  0.07
C: -3.45297 2.67412 -4.91991  -0.32
H: -3.08255 -3.87048 1.04019  0.05
H: 2.53867 -0.20360 -7.37835  0.13
C: 3.20448 -3.19640 -2.12244  -0.05
C: -6.01962 0.40560 1.65834  -0.43
C: 1.04560 -4.40777 4.48116  -0.32
N: 5.30908 -2.39535 -1.22928  0.05
H: 5.98644 2.26907 -5.48643  0.09
C: -2.77968 3.32267 -6.14878  -0.08
H: -0.73151 2.36620 4.43098  0.07
C: -7.31780 0.27165 0.90856  -0.05
H: 3.08058 2.39254 -0.15708  0.10
C: 2.74269 2.62231 0.86173  -0.32

Atoms 1-2, force components in eV/Å:
-0.038 0.209 0.108
0.297 0.366 -0.077

Summary:
SMILES = COC[C@H](C)N.COC[C@H](C)N.COC[C@H](C)N.COC[C@H](C)N.COC[C@H](C)N.CCO.CCO.CCO.CCO.CCO.CCO.CCO
E = -2530.10306 Ha

[2]
The following is a quantum chemistry calculation of a cluster of 14 separate species, C34H99N3O14 in total in a non-equilibrium geometry, from OMol25.

Last column: Löwdin charge in e.
CARTESIAN COORDINATES (ANGSTROEM)
H: 2.07152 6.59966 3.80244  0.08
H: 1.12911 0.30748 0.94380  0.13
N: 0.36504 0.12809 -1.69821  0.03
C: -0.16345 -0.63324 -0.58059  -0.46
H: 7.47638 0.08681 -5.61531  0.08
C: 6.83504 -1.83341 1.77932  -0.08
H: -4.89956 -5.68445 5.65216  0.07
O: -3.54011 -4.26468 -8.58827  -0.08
C: -3.56963 -5.65512 3.85243  -0.33
C: 0.43754 -1.98545 -0.63082  -0.08
O: 6.77555 -2.65445 4.09495  -0.07
O: 5.43996 0.03677 -4.33735  -0.07
C: -3.52505 2.93423 9.47355  -0.34
H: -3.14866 -5.30948 5.97960  0.07
C: 6.01246 -2.33177 2.96980  -0.36
H: -0.34272 1.18400 0.56089  0.12
H: 1.93673 2.32531 9.59900  0.10
H: 5.25446 -1.58119 3.19380  0.11
H: 3.95960 -10.64328 1.09261  0.07
H: 0.56066 8.40594 5.68867  0.06
H: 0.80514 -0.06009 3.23549  0.08
H: 2.04366 3.96173 11.40017  0.07
H: 0.28463 -2.47482 0.33107  0.08
H: 2.80822 5.37051 4.95401  0.09
H: 3.31094 10.69716 3.65477  0.07
C: 2.36837 10.72940 4.20124  -0.05
H: -4.13417 -7.41865 3.37109  0.08
H: -1.35311 -2.33621 -14.80092  0.07
C: -3.04479 -1.39085 -13.67381  -0.40
H: 7.41746 -1.66058 -5.10552  0.08
H: -0.94832 -0.62926 -9.66898  0.08
C: -2.14032 -0.37084 -12.77749  -0.17
H: -2.05296 -5.34724 -6.94900  0.08
C: -6.30085 -1.86363 -4.55335  -0.36
H: -1.71298 -3.08642 -13.33628  0.07
H: -1.01864 -5.05014 -8.41319  0.08
O: -4.95690 5.61946 1.88349  -0.10
H: -0.80899 -0.76291 3.78232  0.09
H: -2.89042 -0.33376 -15.31468  0.06
H: 2.00501 8.64971 3.69028  0.11
H: -6.20107 -0.53648 -6.19173  0.08
O: 3.72666 1.25740 10.13411  -0.09
H: 2.66599 -5.32665 8.12778  0.11
H: -4.19184 -4.17472 5.28926  0.06
H: 1.49184 -3.83481 9.88163  0.08
H: 2.00387 1.52323 11.18581  0.10
H: 3.38251 4.13240 10.25988  0.07
H: 0.94070 5.98838 -5.99930  0.11
H: 3.66230 3.42760 11.85460  0.07
N: -3.67291 -0.72066 -14.80664  0.03
C: 2.93660 8.59920 5.57091  -0.20
H: -4.09817 3.03939 7.40652  0.07
H: -7.50968 -0.18250 -5.16949  0.08
H: 0.99111 -9.24332 2.45086  0.07
H: -2.77394 3.48762 10.03719  0.10
H: -1.01410 5.19050 -5.37556  0.08
H: -5.89686 3.34750 0.99374  0.07
H: -3.00479 1.98092 9.38065  0.11
H: -5.96468 0.27471 -4.60328  0.08
H: 1.52077 -2.02886 -0.74405  0.08
C: 2.21233 -9.35170 1.00429  -0.31
C: 1.48819 5.69146 -3.97062  -0.11
O: -7.06560 -2.79473 -5.25945  -0.06
O: -0.68944 -0.36132 1.73081  -0.20
H: 1.72688 -9.89058 0.19064  0.11
H: 0.31102 -3.41378 8.64022  0.07
H: -0.56581 0.94457 3.28370  0.08
O: 1.76729 -9.78554 2.29226  -0.10
H: 7.44321 -3.28592 3.81731  0.08
H: -0.09131 -2.62908 -1.33379  0.08
H: 2.02582 -8.27831 1.03802  0.11
H: -4.36834 6.37704 1.84762  0.08
O: 2.77960 -3.36795 7.71908  -0.07
H: -6.58149 -1.84320 -3.50030  0.12
H: -2.76767 4.13338 7.79286  0.07
H: 4.16253 -9.09945 1.90988  0.08
H: 2.50904 11.33782 5.09462  0.08
H: -3.40541 4.38818 2.39080  0.10
H: 5.43933 -3.21927 2.70157  0.10
H: 6.17828 -1.60044 0.94118  0.07
H: -2.69392 -5.11266 3.49608  0.11
H: -3.72626 -6.32222 -8.41632  0.12
C: -2.20555 -2.58234 -14.16777  -0.07
H: 0.29572 -4.99230 9.14128  0.07
H: 7.47535 -2.64140 1.42539  0.07
H: -5.24004 -2.10360 -4.62538  0.11
H: -0.08145 -0.22845 -2.53105  0.07
H: 0.77913 6.38711 -3.52184  0.08
H: 0.67072 9.96002 5.88222  0.06
H: 4.95631 -0.31263 -6.38381  0.11
H: -2.94359 -3.58166 -8.90331  0.08
O: -3.31834 -7.03258 3.69815  -0.08
C: 3.70737 -9.58389 1.04602  -0.10
C: -3.00313 -5.57069 -8.73314  -0.35
N: 0.64175 9.25964 5.15509  0.04
H: -3.88085 4.38896 0.64287  0.10
H: -1.94245 0.70088 -10.21994  0.08
H: 1.54314 -4.75969 6.91948  0.11
C: 2.95348 3.49004 11.02890  -0.08
C: -6.47589 -0.52649 -5.13699  -0.12
H: 2.44584 6.20681 -4.04430  0.08
C: 2.01508 -4.49275 7.86505  -0.36
H: 7.42776 -1.00325 2.16356  0.08
C: -1.23308 -0.05716 -10.55200  -0.10
C: 7.03361 -0.89545 -5.78029  -0.09
H: -2.70918 -5.81206 -9.75462  0.11
H: 1.60371 4.83863 -3.30171  0.08
H: -6.61997 -3.09761 -6.05398  0.09
H: -1.19402 -0.13427 -13.26394  0.11
H: -4.37551 -5.35752 3.18154  0.10
C: 1.00745 -4.18470 8.97002  -0.08
H: -2.67768 0.56646 -12.63320  0.11
O: -4.70803 2.92512 10.25646  -0.07
H: 3.53451 -3.52127 7.14619  0.09
H: 4.16522 -9.30176 0.09793  0.07
H: -4.16339 0.13899 -14.60531  0.06
H: -0.08867 1.02833 -1.76006  0.06
C: 0.98276 5.18755 -5.26105  -0.33
C: -1.75599 -5.69693 -7.93774  -0.11
H: 3.97913 8.80710 5.33010  0.12
O: 2.65676 7.18199 5.75744  -0.20
C: 0.07005 0.18713 0.71578  -0.23
C: -4.22789 4.41174 1.67590  -0.31
H: 3.48363 0.43186 9.70864  0.07
H: 1.67175 4.41209 -5.59580  0.11
H: -4.40893 2.49583 11.06135  0.08
O: -1.85966 -0.97571 -11.48281  -0.22
O: -0.32286 4.59534 -5.07626  -0.09
H: 4.53581 -0.08330 -4.03784  0.08
C: -0.27694 -0.09169 3.10817  -0.06
H: -2.75040 -3.30414 -14.77625  0.07
H: -4.41073 4.51454 8.34343  0.08
C: -3.97718 -5.24327 5.27443  -0.09
H: 2.88067 9.05024 6.56163  0.12
H: 3.83303 6.55894 4.25704  0.09
C: -5.25239 3.28601 1.87065  -0.09
C: 1.99827 9.27667 4.58189  -0.44
H: -0.27628 0.29581 -10.93676  0.08
H: -5.83717 3.27739 2.79046  0.08
C: 2.57588 2.08763 10.44935  -0.29
C: 5.55595 -0.67900 -5.55056  -0.35
C: 2.80555 6.39499 4.58181  -0.10
H: -1.24924 -0.72880 -0.57507  0.14
H: 7.25313 -1.22159 -6.79693  0.07
H: -1.46603 -6.74764 -7.93228  0.08
H: 1.66690 11.18307 3.50108  0.08
H: -3.74238 -1.74016 -12.91259  0.13
H: -4.75964 2.32447 1.72656  0.07
C: -3.69835 3.70827 8.16865  -0.08
H: 5.09845 -1.66555 -5.47622  0.10

Atoms 1-2, force components in eV/Å:
0.004 -0.186 0.060
0.258 -0.259 0.172

Summary:
E = -2572.10921 Ha

What did we get for energy above the lowest of the compared OMol25 structures with the same formula, charge and spin? Answer: 7.82; 112.08 kcal per mole, in the order shown.